Here is a cluster of 2 separate species, C4H11NO2 in total from the OMol25 dataset. Energies are from ωB97M-V/def2-TZVPD.

```
18
C4H11NO2 | the OMol25 dataset | ωB97M-V/def2-TZVPD
O -2.110 1.528 0.302
O 2.462 0.572 1.910
N -0.048 2.180 0.965
C -0.330 -0.077 0.138
C -0.919 1.293 0.315
C -1.123 -0.880 -1.074
C -0.349 -1.814 -1.983
H -1.994 -1.191 -0.516
H -0.568 2.688 1.691
H -0.334 -2.797 -1.530
H 0.797 -0.137 0.014
H -1.560 -0.085 -1.697
H -0.859 -1.914 -2.955
H -0.535 -0.608 1.097
H 0.851 1.909 1.358
H 0.623 -1.341 -1.980
H 3.267 1.011 2.205
H 2.730 -0.337 1.740
```

Properties
2S+1 ... 1
SMILES ... CCCC(N)=O.O
Molar mass ... 105.14 Da
Kohn-Sham gap ... 9.90 eV
Energy above the lowest of the compared OMol25 structures with the same formula, charge and spin ... 1.022 eV
Charge ... 0
HOMO energy ... -9.532 eV
LUMO energy ... 0.36 eV

=====

Here is an isolated molecule of C3H5NO2S from the OMol25 dataset. Energies are from ωB97M-V/def2-TZVPD.

```
12
C3H5NO2S | the OMol25 dataset | ωB97M-V/def2-TZVPD
S 1.676 0.798 -0.074
O 0.238 1.514 0.633
O 2.790 1.624 0.319
N -1.590 1.215 -0.791
C 1.744 -0.765 0.945
C -0.984 1.400 0.247
C -2.543 0.784 -1.553
H 0.822 -1.443 0.618
H 2.668 -1.351 0.653
H -3.017 -0.168 -1.566
H -3.119 1.447 -2.070
H 2.017 -0.596 2.018
```

Properties
2S+1 ... 1
Molar mass ... 119.14 Da
Kohn-Sham gap (alpha / beta) ... 7.86 / 7.86 eV
Energy above the lowest of the compared OMol25 structures with the same formula, charge and spin ... 5.024 eV
Charge ... 0
HOMO energy (alpha / beta) ... -7.645 / -7.645 eV
LUMO energy (alpha / beta) ... 0.22 / 0.22 eV

=====

Here is a cluster of 11 separate species, C57H66F7NO4 in total from the OMol25 dataset. Energies are from ωB97M-V/def2-TZVPD.

```
135
C57H66F7NO4 | the OMol25 dataset | ωB97M-V/def2-TZVPD
F -0.449 4.365 4.369
F 3.606 -2.209 -2.519
F 3.345 -7.092 -3.244
F 0.492 -3.803 3.066
F -3.074 3.568 -2.147
F 2.918 5.055 1.999
F 4.467 -3.679 2.098
O -2.692 1.320 3.179
O -3.931 -3.237 1.006
O -2.220 -0.816 -5.483
O 0.844 0.597 0.558
N -4.187 -3.305 -1.209
C 3.037 -1.144 -4.556
C 1.929 6.363 0.279
C 2.051 1.457 5.576
C -5.363 -2.483 -1.237
C -2.049 4.278 -0.150
C 0.864 -5.599 1.604
C -2.674 4.539 -1.356
C 0.669 2.511 3.870
C 5.690 -2.532 0.395
C -2.605 6.878 -0.867
C 2.646 -0.006 -5.236
C -1.692 5.324 0.736
C 0.917 -0.813 0.911
C 2.456 1.149 -4.540
C 6.187 -2.257 2.790
C -1.991 6.613 0.377
C 1.279 -4.415 -2.062
C -0.395 -1.446 0.299
C -2.981 5.801 -1.686
C -3.536 -3.582 -0.099
C 2.310 -5.373 -2.061
C -3.919 -4.129 -2.371
C -1.384 -4.967 2.428
C -0.263 0.853 -0.300
C -1.903 -6.032 1.675
C 0.267 -6.593 0.839
C -2.687 1.309 -4.665
C 1.063 8.551 0.926
C 2.295 6.143 1.580
C 6.776 -1.742 0.063
C -1.390 0.857 -4.059
C -4.010 1.350 2.673
C 0.001 -4.819 2.372
C -4.126 0.367 4.820
C 2.432 -6.124 -3.195
C 1.744 2.429 6.514
C 2.113 7.083 2.598
C 0.711 -4.952 -4.326
C 0.605 -4.108 -3.213
C 1.601 -6.022 -4.293
C 1.372 7.596 -0.070
C 3.343 -1.062 -3.148
C -4.917 1.246 3.860
C -2.687 0.642 4.446
C 5.444 -2.792 1.738
C 1.488 1.445 4.314
C -1.231 -0.588 -4.465
C 0.390 3.474 4.800
C 1.492 8.291 2.234
C 2.685 1.197 -3.170
C 7.292 -1.504 2.413
C -1.161 -6.813 0.876
C 0.851 3.468 6.120
C -2.714 0.432 -5.908
C 3.260 0.160 -2.471
C 7.588 -1.263 1.090
C -1.271 -0.231 0.177
H -1.208 4.988 1.625
H -3.027 -6.108 1.754
H 2.489 0.010 -6.280
H -4.101 0.428 2.117
H 0.993 -3.825 -1.252
H -6.296 -3.166 -1.155
H -4.296 -0.743 4.661
H -1.535 -7.502 0.181
H -5.475 -1.950 -2.149
H 1.879 -1.197 0.509
H -2.577 7.888 -1.287
H 0.032 0.701 -1.352
H 0.062 -4.751 -5.262
H -1.969 0.747 -6.672
H 1.682 -6.735 -5.058
H -2.139 -0.376 -0.552
H 5.141 -3.007 -0.455
H 3.071 -5.353 -1.306
H -1.741 0.063 1.191
H 3.193 -2.134 -4.999
H -0.535 1.528 -4.363
H 2.575 2.115 -2.673
H 2.187 5.596 -0.457
H -2.099 -4.294 2.922
H 2.459 6.846 3.585
H 7.084 -1.520 -0.972
H -5.158 2.231 4.331
H -0.163 -0.801 -4.725
H 0.886 -0.855 2.003
H -0.108 -3.293 -3.225
H 1.113 7.639 -1.100
H -1.414 0.948 -2.977
H -0.783 1.849 -0.136
H -2.132 1.272 5.101
H -1.541 -1.252 -3.649
H -1.728 7.534 0.971
H 1.880 -5.241 1.528
H -0.054 -1.868 -0.661
H 1.256 9.031 2.965
H -4.613 -4.961 -2.307
H 8.042 -1.137 3.163
H -2.697 2.359 -4.769
H 8.415 -0.652 0.707
H -1.833 3.315 0.252
H 2.113 2.472 7.527
H -0.729 -2.310 0.907
H 1.824 0.745 3.535
H -3.682 0.169 -6.263
H 6.014 -2.439 3.817
H -4.281 0.398 5.840
H 0.580 9.433 0.572
H -3.324 5.976 -2.708
H 0.906 -7.189 0.212
H 0.250 2.466 2.908
H -5.374 -1.795 -0.383
H -2.913 -4.512 -2.248
H 3.483 0.190 -1.399
H -4.210 2.275 2.177
H -3.557 0.993 -4.044
H -2.173 -0.323 4.369
H -5.873 0.853 3.575
H -2.693 -4.287 -0.256
H 2.147 2.028 -4.997
H 2.647 0.628 6.044
H 0.559 4.269 6.812
H -3.946 -3.589 -3.330
```

Properties
2S+1 ... 1
SMILES ... Fc1ccccc1.Fc1ccccc1.Fc1ccccc1.Fc1ccccc1.Fc1ccccc1.Fc1ccccc1.Fc1ccccc1.CN(C)C=O.C1CCOC1.C1CCOC1.C1CCOC1
Molar mass ... 962.14 Da
Kohn-Sham gap ... 9.51 eV
Charge ... 0
HOMO energy ... -8.949 eV
LUMO energy ... 0.56 eV

=====

Here is a structure of composition C12H41F3N16O11Ti from the OMol25 dataset. Energies are from ωB97M-V/def2-TZVPD.

```
84
C12H41F3N16O11Ti | the OMol25 dataset | ωB97M-V/def2-TZVPD
Ti 4.526 -9.916 -19.031
F 2.573 -14.485 -20.309
F 1.039 -14.848 -18.976
F 3.130 -14.792 -18.215
O -2.936 -9.700 -19.955
O 4.983 -19.157 -20.575
O 0.027 -17.056 -13.015
O 5.304 -10.162 -21.941
O -3.153 -14.215 -15.335
O 5.380 -15.757 -21.677
O 0.921 -18.747 -17.895
O 3.418 -12.038 -18.798
O 3.380 -11.020 -16.204
O 1.620 -12.340 -17.528
O 3.359 -16.406 -14.648
N -1.753 -11.637 -19.799
N 4.909 -15.989 -23.889
N -3.459 -11.978 -14.947
N 2.420 -18.663 -16.126
N 4.224 -14.135 -22.746
N 5.524 -15.845 -14.315
N 2.918 -19.862 -19.973
N 1.424 -16.816 -16.847
N -3.990 -11.628 -19.388
N -1.046 -15.042 -13.205
N 3.230 -17.828 -21.014
N 5.830 -11.842 -20.333
N 4.320 -14.634 -15.794
N 7.397 -10.758 -21.439
N -1.620 -16.733 -14.575
N -4.482 -12.950 -16.694
C -2.904 -10.906 -19.738
C 0.435 -12.743 -15.567
C 2.189 -12.677 -18.787
C 1.476 -18.141 -16.980
C 4.983 -15.262 -22.724
C 3.756 -19.008 -20.606
C 0.316 -12.799 -17.112
C -0.800 -16.343 -13.547
C 2.229 -14.223 -19.039
C 4.287 -15.624 -14.814
C 6.041 -10.922 -21.325
C -3.586 -13.133 -15.690
H 2.957 -11.098 -17.102
H -1.903 -12.618 -19.654
H 1.934 -19.716 -20.101
H -1.528 -14.649 -13.998
H -0.569 -12.261 -17.452
H -4.823 -11.064 -19.359
H 4.272 -13.716 -21.833
H 3.794 -13.869 -23.609
H 7.992 -11.184 -20.755
H -3.858 -12.517 -18.948
H 2.382 -17.507 -20.582
H -0.913 -11.116 -19.965
H 4.237 -15.688 -24.569
H 5.648 -16.779 -13.955
H 4.874 -12.087 -20.062
H 3.944 -17.190 -21.351
H 1.103 -16.222 -17.579
H -3.759 -11.166 -15.455
H 7.742 -10.088 -22.104
H 1.723 -16.378 -15.990
H -2.841 -11.953 -14.157
H 4.252 -10.569 -16.268
H 2.783 -10.668 -15.520
H 0.916 -13.638 -15.170
H -0.545 -12.696 -15.091
H -4.662 -13.716 -17.320
H 5.230 -16.941 -23.876
H 3.554 -14.418 -16.409
H -1.502 -17.639 -14.987
H -2.373 -16.108 -14.820
H 1.531 -12.254 -19.553
H 2.334 -19.664 -16.051
H 3.431 -20.512 -19.406
H 0.176 -13.842 -17.386
H 5.255 -14.283 -15.827
H 2.784 -18.049 -15.411
H 6.567 -12.443 -20.013
H 1.000 -11.904 -15.156
H 6.310 -15.234 -14.407
H -4.990 -12.101 -16.851
H -0.527 -14.504 -12.540
```

Properties
2S+1 ... 4
Molar mass ... 690.42 Da
Kohn-Sham gap (alpha / beta) ... 5.80 / 5.19 eV
Energy above the lowest of the compared OMol25 structures with the same formula, charge and spin ... 3.596 eV
Charge ... +1
HOMO energy (alpha / beta) ... -10.119 / -10.119 eV
⟨S²⟩ ... 3.75
LUMO energy (alpha / beta) ... -4.32 / -4.93 eV

=====

Here is a structure of composition C4H6O2 from the OMol25 dataset. Energies are from ωB97M-V/def2-TZVPD.

```
12
C4H6O2 | the OMol25 dataset | ωB97M-V/def2-TZVPD
O 1.178 -0.994 -0.343
O -2.174 0.272 0.167
C -0.201 -0.276 -0.705
C 1.477 0.045 0.320
C 0.479 1.002 -0.208
C -1.252 -0.630 0.355
H -0.447 -0.443 -1.752
H 0.936 1.629 -0.983
H -0.609 -0.530 1.319
H -0.156 1.594 0.458
H 2.288 0.044 1.049
H -1.520 -1.715 0.323
```

Properties
2S+1 ... 1
Molar mass ... 86.09 Da
Kohn-Sham gap (alpha / beta) ... 6.52 / 6.53 eV
Energy above the lowest of the compared OMol25 structures with the same formula, charge and spin ... 5.239 eV
Charge ... 0
HOMO energy (alpha / beta) ... -7.663 / -7.664 eV
LUMO energy (alpha / beta) ... -1.14 / -1.14 eV